1.
This record from the Open Molecules 2025 dataset describes a structure of composition C34H55BN10SbSi3Sr. The level of theory is ωB97M-V with the def2-TZVPD basis set.

ΔE to the lowest compared entry with this formula, charge and spin (kcal per mole): 0.0
Calculated total energy (Eh): -3040.2921
Net charge: +2
Multiplicity: 2
Kohn-Sham gap (alpha / beta) (eV): 8.0 / 5.4

```
105
Properties=species:S:1:pos:R:3:forces:R:3:mulliken_charge:R:1
Sr -1.796 -0.595 -0.810 -0.17 -0.23 -0.40 2.3218
C 0.395 2.064 -3.069 -0.01 0.04 0.03 -1.3416
C -0.206 2.578 -1.798 0.01 -0.03 -0.01 0.1987
C -0.128 3.860 -1.244 0.06 0.00 -0.04 -1.3109
C -0.850 3.782 -0.075 -0.03 -0.18 0.02 -0.3152
N -1.318 2.522 0.063 -0.01 0.23 -0.11 1.2791
N -0.929 1.780 -1.016 0.06 -0.09 0.24 -0.4258
B -2.471 2.164 1.076 0.17 0.07 0.17 0.8425
N -3.780 1.908 0.302 -0.11 0.12 -0.03 0.1688
C -4.987 2.502 0.378 0.12 -0.08 0.00 0.1347
C -5.832 1.881 -0.514 -0.03 -0.01 -0.03 -1.6461
C -5.052 0.891 -1.122 -0.03 0.00 0.02 0.3864
C -5.446 -0.089 -2.180 0.00 0.00 0.02 -1.2557
N -3.816 0.909 -0.624 -0.04 -0.01 0.15 -0.3839
N -2.144 0.883 1.947 -0.06 -0.01 0.04 1.6286
C -2.740 0.619 3.123 0.01 0.03 -0.09 -0.2210
C -2.307 -0.608 3.578 0.00 -0.04 -0.01 -1.8705
C -1.426 -1.061 2.590 0.00 0.03 -0.02 0.3377
C -0.669 -2.351 2.530 -0.03 0.02 -0.01 -0.6542
N -1.332 -0.157 1.605 0.04 0.10 0.01 -1.3033
N -2.572 3.316 2.057 0.05 -0.04 -0.08 0.7418
C -1.717 3.560 3.090 -0.09 -0.02 -0.05 -0.3530
C -1.899 4.854 3.488 0.01 0.10 -0.01 -1.2307
C -2.890 5.368 2.615 0.01 -0.01 0.00 0.7027
C -3.478 6.743 2.587 0.01 -0.03 0.00 -1.2686
N -3.270 4.445 1.750 -0.01 -0.02 0.10 -1.2452
H 0.555 2.875 -3.779 -0.01 0.00 0.01 0.4202
H 1.364 1.589 -2.892 0.02 -0.01 0.01 0.0100
H -0.259 1.334 -3.549 -0.01 -0.01 0.00 0.3598
H 0.356 4.731 -1.655 -0.01 -0.03 0.02 0.5415
H -1.079 4.543 0.652 0.00 0.01 -0.02 0.4305
H -5.141 3.337 1.039 0.00 -0.01 -0.01 0.5666
H -6.862 2.127 -0.710 0.03 -0.02 -0.01 0.4708
H -5.885 0.417 -3.039 0.01 0.01 0.00 0.4079
H -4.586 -0.659 -2.536 0.00 -0.01 0.00 0.1265
H -6.192 -0.797 -1.812 0.00 0.01 0.00 0.3049
H -3.419 1.330 3.567 0.00 -0.02 0.00 0.6123
H -2.575 -1.095 4.501 0.01 0.01 -0.02 0.5727
H -0.405 -2.689 3.531 0.01 0.01 0.00 0.4155
H -1.255 -3.148 2.064 0.00 0.00 0.02 0.1762
H 0.250 -2.234 1.954 -0.02 0.00 -0.01 -0.1808
H -1.056 2.797 3.467 -0.01 -0.01 0.00 0.4966
H -1.410 5.363 4.303 -0.02 0.00 -0.02 0.4613
H -3.378 7.226 3.557 0.00 -0.01 0.00 0.3819
H -2.974 7.368 1.848 0.01 0.00 0.01 0.2495
H -4.533 6.702 2.325 0.01 0.00 -0.01 0.3376
N -3.712 -2.303 0.035 0.13 0.01 0.11 0.0415
C -3.568 -3.688 -0.315 -0.01 0.08 -0.01 0.1251
C -4.611 -4.567 -0.267 -0.06 0.00 0.03 -0.4915
C -4.446 -5.924 -0.617 0.00 -0.02 -0.01 -0.8095
C -3.222 -6.395 -0.988 -0.01 -0.02 0.00 -0.9568
C -2.121 -5.510 -1.064 0.00 0.03 0.00 0.8274
C -0.835 -5.940 -1.455 0.00 -0.02 0.00 -0.7499
C 0.186 -5.037 -1.548 0.04 -0.02 -0.03 -0.9548
C -0.092 -3.691 -1.272 -0.10 0.03 0.01 -0.5556
N -1.270 -3.241 -0.893 0.08 0.08 -0.01 0.3003
C -2.294 -4.140 -0.757 0.08 -0.03 -0.03 -0.0035
H -4.690 -2.032 0.056 0.02 0.00 -0.07 0.2023
H -3.364 -2.143 0.981 -0.05 -0.06 0.06 0.0316
H -5.584 -4.220 0.063 0.01 0.00 -0.01 0.4502
H -5.297 -6.589 -0.567 0.01 0.01 0.00 0.4193
H -3.077 -7.439 -1.236 0.00 0.02 0.01 0.4443
H -0.676 -6.987 -1.683 0.00 0.01 0.01 0.4471
H 1.182 -5.334 -1.846 -0.02 0.00 0.00 0.4654
H 0.702 -2.953 -1.379 -0.01 0.00 0.02 0.9279
C 5.569 -1.719 1.412 0.06 -0.05 0.03 -0.9864
Si 3.713 -1.738 1.287 0.06 0.01 -0.02 0.5212
C 2.896 -0.993 2.783 -0.05 0.03 0.04 -0.7580
C 3.067 -3.432 0.868 -0.06 -0.06 -0.03 -0.8524
Sb 3.206 -0.139 -0.694 0.02 0.07 0.04 -0.5900
Si 4.158 -0.879 -3.003 0.03 -0.01 -0.01 0.3676
C 3.160 -2.360 -3.525 -0.04 -0.06 -0.01 -0.9455
C 3.981 0.560 -4.160 -0.01 0.06 -0.03 -0.9636
C 5.929 -1.320 -2.652 0.06 -0.01 0.01 -1.0496
Si 3.558 2.299 0.177 0.03 -0.02 0.04 0.3622
C 3.577 3.471 -1.259 -0.02 0.01 -0.06 -0.9630
C 2.169 2.520 1.386 -0.05 0.03 0.03 -0.4607
C 5.224 2.212 1.005 0.04 0.01 0.04 -1.1589
H 5.863 -2.442 2.179 0.01 0.03 -0.01 0.3903
H 5.950 -0.743 1.717 -0.01 -0.01 -0.03 0.2779
H 6.063 -2.010 0.483 -0.03 0.01 0.03 0.2699
H 2.864 -1.741 3.581 0.01 0.03 -0.01 0.4564
H 1.873 -0.662 2.592 0.02 -0.02 0.01 -0.0564
H 3.466 -0.140 3.157 -0.01 -0.02 -0.02 0.4417
H 3.390 -4.125 1.651 -0.02 0.00 -0.02 0.4710
H 3.464 -3.802 -0.080 0.00 0.02 0.03 0.3230
H 1.976 -3.466 0.829 0.04 0.00 -0.01 0.0551
H 2.091 -2.143 -3.562 0.01 0.00 -0.01 0.2670
H 3.326 -3.209 -2.858 -0.02 0.03 -0.01 0.2313
H 3.466 -2.663 -4.530 0.01 0.00 0.03 0.4812
H 2.955 0.681 -4.512 0.01 0.01 0.03 0.3091
H 4.609 0.374 -5.037 -0.02 0.01 0.01 0.4297
H 4.309 1.501 -3.714 0.00 -0.03 -0.02 0.2700
H 6.009 -2.197 -2.007 0.00 0.04 -0.01 0.2888
H 6.491 -0.500 -2.200 -0.02 -0.02 -0.01 0.3568
H 6.416 -1.565 -3.601 -0.01 0.00 0.02 0.4143
H 2.679 3.416 -1.874 0.02 -0.01 0.02 0.2349
H 4.456 3.316 -1.889 -0.03 -0.01 0.01 0.3964
H 3.641 4.487 -0.855 -0.01 -0.01 -0.02 0.3797
H 1.203 2.263 0.950 -0.04 0.02 -0.01 -0.4503
H 2.121 3.564 1.711 0.01 -0.03 -0.01 0.4852
H 2.327 1.900 2.272 -0.01 0.02 -0.03 0.4325
H 6.002 1.791 0.365 -0.02 0.01 0.00 0.3673
H 5.187 1.642 1.936 0.01 -0.01 -0.03 0.2808
H 5.532 3.231 1.260 -0.01 -0.02 0.01 0.4341
```
Forces are in eV/Å.

=====

2.
This record from the Open Molecules 2025 dataset describes a cluster of 2 separate species, C5H13N in total in a non-equilibrium geometry. The level of theory is ωB97M-V with the def2-TZVPD basis set.

ΔE to the lowest compared entry with this formula, charge and spin (kcal per mole): 64.0
Calculated total energy (Eh): -252.9611
Structure (SMILES): C=CC.CNC
Kohn-Sham gap (eV): 9.6

```
19
Properties=species:S:1:pos:R:3:forces:R:3:mulliken_charge:R:1
C -2.360 -0.662 -0.165 -0.47 3.23 0.95 -0.7711
C -1.970 0.408 0.685 0.17 -3.12 -1.42 -0.0893
C -1.112 0.295 1.978 -1.49 -1.13 0.09 -0.6762
H -2.692 -0.510 -1.241 0.31 0.44 1.57 0.2714
H -2.642 -1.669 0.134 0.95 0.02 0.50 0.2868
H -1.999 1.442 0.357 -0.07 -0.24 -0.63 0.3297
H -0.865 1.273 2.363 -0.36 0.33 0.25 0.2811
H -0.152 -0.105 1.676 0.12 -0.44 0.04 0.0387
H -1.550 -0.358 2.811 0.59 0.89 -1.23 0.3149
C 2.232 -0.412 0.018 2.98 0.19 -1.33 -0.7934
N 2.051 0.194 -1.292 -2.64 0.27 1.78 -0.3250
C 0.622 0.383 -1.553 0.15 -0.07 -0.36 -0.5820
H 1.780 0.230 0.726 -0.53 0.60 0.87 0.2399
H 3.336 -0.308 0.131 -0.60 -0.49 0.71 0.3538
H 1.947 -1.450 0.206 -0.30 -0.10 -0.37 0.2619
H 2.541 -0.166 -2.054 0.86 -1.08 -0.98 0.2024
H 0.291 1.098 -0.770 -0.20 -0.29 -0.68 0.1440
H 0.622 0.868 -2.559 -0.87 -0.44 0.71 0.3473
H -0.081 -0.550 -1.451 1.40 1.44 -0.47 0.1651
```
Forces are in eV/Å.

=====

3.
This record from the Open Molecules 2025 dataset describes a structure of composition C47H55BF4N3P3Si2Zn. The level of theory is ωB97M-V with the def2-TZVPD basis set.

ΔE to the lowest compared entry with this formula, charge and spin (kcal per mole): 33.8
Calculated total energy (Eh): -5795.1852
Kohn-Sham gap (eV): 6.6

```
116
Properties=species:S:1:pos:R:3:forces:R:3:mulliken_charge:R:1
Zn -0.303 -0.442 0.339 -0.35 0.05 -0.04 0.3533
C -2.163 -3.194 -1.134 -0.06 -0.02 -0.06 -1.4969
Si -1.552 -1.428 -1.436 0.15 -0.13 0.11 2.5782
C -0.881 -1.389 -3.205 0.02 -0.05 -0.04 1.0097
C -1.004 -2.470 -4.083 -0.01 0.03 -0.01 -0.6347
C -0.519 -2.397 -5.380 0.00 0.01 -0.02 -0.7780
C 0.097 -1.236 -5.831 0.00 -0.03 0.00 -0.8612
C 0.236 -0.156 -4.974 0.01 0.03 0.02 -0.1550
C -0.240 -0.234 -3.668 -0.02 0.00 0.06 -1.1649
P -0.032 1.132 -2.463 0.05 0.11 -0.03 1.6566
C 1.782 1.227 -2.296 0.06 -0.09 -0.04 0.6826
C 2.346 2.372 -1.734 -0.05 0.01 -0.05 -1.1835
C 3.701 2.428 -1.456 0.05 0.00 -0.01 -0.7848
C 4.513 1.334 -1.721 -0.02 0.01 0.01 -0.8363
C 3.960 0.183 -2.260 0.00 -0.03 -0.02 -0.5797
C 2.602 0.127 -2.548 -0.03 0.04 0.03 -0.9495
C -0.491 2.569 -3.498 -0.04 -0.03 -0.05 0.3220
C 0.391 3.511 -4.014 0.01 0.04 -0.01 -0.3849
C -0.083 4.568 -4.783 -0.01 0.00 0.01 -0.6853
C -1.438 4.687 -5.052 0.00 0.01 0.01 -0.6295
C -2.326 3.744 -4.546 0.01 -0.01 -0.01 -0.5437
C -1.855 2.700 -3.768 0.03 -0.01 -0.08 -0.7169
C -3.152 -0.388 -1.471 -0.06 -0.03 0.01 -0.0696
C -4.161 -0.742 -2.376 -0.01 0.02 -0.03 -0.6968
C -5.405 -0.134 -2.357 0.01 0.01 0.01 -0.9496
C -5.684 0.844 -1.409 0.01 -0.01 0.01 -0.8318
C -4.703 1.221 -0.511 0.00 0.04 0.00 0.1344
C -3.438 0.629 -0.551 0.03 0.04 -0.03 0.0334
P -2.153 1.205 0.614 -0.09 -0.15 0.10 0.7756
C -2.008 2.992 0.352 0.06 0.04 -0.02 1.0881
C -1.202 3.714 1.232 -0.06 0.00 0.05 -1.0084
C -0.966 5.061 1.019 0.03 -0.01 -0.01 -0.7570
C -1.509 5.697 -0.088 -0.01 0.00 -0.01 -1.0818
C -2.293 4.980 -0.981 0.00 0.02 0.01 -0.6343
C -2.546 3.634 -0.762 -0.01 -0.03 0.04 -0.8547
C -2.990 0.968 2.221 0.00 0.03 0.01 0.5468
C -3.243 1.975 3.144 0.00 0.03 0.00 -0.3647
C -3.815 1.670 4.374 0.00 -0.01 -0.01 -0.7003
C -4.146 0.362 4.689 0.00 0.01 -0.01 -0.6264
C -3.906 -0.650 3.766 0.01 0.00 0.01 -0.5573
C -3.327 -0.348 2.546 0.00 -0.02 -0.01 -0.6940
H -2.912 -3.511 -1.865 0.00 -0.01 0.01 0.4456
H -2.626 -3.262 -0.145 0.01 0.00 0.00 0.4442
H -1.335 -3.906 -1.164 0.00 0.00 0.00 0.3478
H -1.490 -3.382 -3.754 0.01 0.00 0.01 0.3789
H -0.627 -3.246 -6.045 0.01 0.00 0.00 0.4274
H 0.473 -1.176 -6.845 -0.01 0.00 0.00 0.4262
H 0.723 0.750 -5.317 -0.01 0.00 0.00 0.5065
H 1.718 3.214 -1.471 0.05 -0.07 -0.05 0.7686
H 4.111 3.317 -0.995 -0.01 0.00 -0.01 0.3865
H 5.571 1.376 -1.494 0.00 0.00 0.00 0.3799
H 4.587 -0.677 -2.465 -0.01 0.00 0.00 0.4879
H 2.184 -0.779 -2.968 -0.03 -0.03 -0.03 0.3515
H 1.452 3.427 -3.817 -0.03 0.00 -0.04 0.4040
H 0.614 5.297 -5.176 0.00 0.00 0.00 0.4582
H -1.802 5.510 -5.653 0.00 0.00 0.00 0.3666
H -3.385 3.827 -4.753 -0.01 0.00 0.00 0.4464
H -2.552 1.969 -3.367 0.03 -0.01 -0.04 0.2316
H -3.964 -1.514 -3.113 0.00 0.00 0.01 0.3640
H -6.164 -0.430 -3.071 0.00 0.00 0.00 0.4391
H -6.661 1.309 -1.371 0.00 0.00 0.00 0.4053
H -4.914 1.988 0.227 0.01 0.00 0.00 0.4897
H -0.733 3.221 2.074 -0.03 0.03 -0.05 0.5432
H -0.323 5.600 1.702 0.00 0.00 0.00 0.4608
H -1.307 6.745 -0.265 0.00 0.00 0.00 0.3749
H -2.699 5.462 -1.861 0.00 -0.01 -0.01 0.4288
H -3.144 3.084 -1.474 -0.02 0.02 0.06 0.2876
H -2.995 3.002 2.910 -0.01 -0.01 0.00 0.4333
H -4.004 2.464 5.085 0.00 0.00 0.00 0.4397
H -4.593 0.129 5.647 0.00 0.00 0.00 0.3857
H -4.171 -1.674 3.998 0.00 0.00 0.00 0.4538
H -3.142 -1.144 1.829 0.00 0.00 -0.01 0.3729
C 3.048 -2.258 4.235 -0.02 0.01 0.00 -0.6725
N 3.170 -0.891 3.569 -0.02 0.06 -0.01 0.1898
C 2.462 0.156 4.463 0.01 -0.05 -0.03 -0.8888
N 1.133 -0.238 4.738 -0.01 0.02 -0.02 0.3355
C 1.118 -1.531 5.389 -0.01 -0.02 0.04 -1.0688
N 1.699 -2.579 4.552 0.05 -0.01 -0.02 0.2689
C 0.882 -2.922 3.377 -0.13 -0.01 -0.02 -1.3697
P 0.919 -1.572 2.078 0.27 0.08 -0.18 2.7702
C 2.649 -0.917 2.161 0.07 -0.05 0.17 -0.6006
C 0.346 -0.309 3.479 0.05 -0.01 0.06 -1.1027
H 3.648 -2.203 5.146 -0.01 0.00 0.01 0.4192
H 3.475 -2.987 3.546 0.00 -0.02 -0.01 0.0899
H 4.155 -0.632 3.526 0.00 -0.01 0.00 0.4628
H 2.504 1.098 3.919 -0.02 0.04 -0.02 0.4135
H 3.062 0.200 5.375 -0.02 0.02 0.01 0.4034
H 0.089 -1.804 5.621 0.00 0.01 0.00 0.3571
H 1.689 -1.476 6.321 0.00 -0.01 0.00 0.3418
H -0.143 -3.070 3.721 0.00 0.01 -0.02 0.4617
H 1.238 -3.861 2.961 0.01 -0.01 0.00 0.1247
H 2.692 0.098 1.781 -0.01 0.08 -0.03 -0.1150
H 3.327 -1.545 1.588 -0.02 0.00 0.00 -0.1204
H -0.683 -0.573 3.748 -0.01 0.02 -0.01 0.3048
H 0.315 0.692 3.045 0.03 0.06 -0.02 0.2993
C 2.565 -5.632 1.734 -0.01 -0.03 -0.01 -1.2434
Si 2.731 -4.264 0.447 0.02 0.05 0.02 0.3348
C 4.492 -3.596 0.575 0.02 0.01 -0.02 -1.0569
C 2.557 -5.081 -1.235 0.00 -0.03 -0.02 -1.1929
C 1.474 -2.894 0.606 -0.07 0.01 0.02 -0.5875
H 3.122 -6.510 1.395 0.01 0.00 0.02 0.3789
H 1.525 -5.940 1.868 0.01 -0.01 -0.01 0.4147
H 2.961 -5.359 2.716 -0.02 0.01 0.01 0.3220
H 5.216 -4.378 0.336 -0.01 -0.01 -0.01 0.4426
H 4.738 -3.234 1.577 0.03 -0.01 0.01 0.3132
H 4.654 -2.771 -0.125 0.00 0.00 0.01 0.2597
H 3.353 -5.807 -1.420 -0.01 0.00 0.00 0.3580
H 2.578 -4.341 -2.038 0.01 0.01 0.00 0.2864
H 1.602 -5.608 -1.302 0.00 0.00 -0.01 0.3195
H 0.505 -3.317 0.295 0.01 -0.02 0.03 0.1367
H 1.724 -2.197 -0.216 -0.03 -0.02 -0.01 -0.1206
F 1.120 1.540 0.830 0.19 0.08 0.06 0.5689
B 1.899 2.577 1.492 -0.22 -0.05 0.13 -0.3491
F 1.944 3.707 0.705 -0.02 0.08 0.14 -0.2573
F 3.188 2.071 1.736 0.07 -0.07 -0.01 -0.4154
F 1.277 2.841 2.727 0.13 -0.08 0.03 -0.3217
```
Forces are in eV/Å.

=====

4.
This record from the Open Molecules 2025 dataset describes the molecule C6H11NO in a non-equilibrium geometry. The level of theory is ωB97M-V with the def2-TZVPD basis set.

ΔE to the lowest compared entry with this formula, charge and spin (kcal per mole): 36.6
Calculated total energy (Eh): -365.1732
Structure (SMILES): C=C(C)C[C@H](N)C=O
Kohn-Sham gap (eV): 10.1

```
19
Properties=species:S:1:pos:R:3:forces:R:3:mulliken_charge:R:1
C 2.156 0.145 1.173 0.48 -0.49 0.40 -1.0928
C 1.679 0.306 -0.047 0.03 0.94 -0.58 0.8737
C 2.618 0.261 -1.218 0.35 0.03 -0.49 -1.4164
C 0.268 0.724 -0.363 -0.79 -0.56 -0.20 -0.7881
C -0.775 -0.156 0.366 0.89 -0.37 -0.38 0.2965
N -0.853 -1.522 -0.084 -0.03 -0.46 0.01 -0.5924
C -2.118 0.492 0.303 -0.68 0.00 0.44 -0.1370
O -3.131 -0.098 0.030 0.15 0.26 -0.17 -0.4669
H 3.203 -0.119 1.263 0.00 0.03 0.19 0.2717
H 1.609 0.208 2.106 -0.21 0.09 -0.18 0.2675
H 2.326 -0.397 -2.039 -0.27 -0.30 0.28 0.3233
H 3.623 -0.010 -0.910 0.11 -0.16 0.08 0.3810
H 2.718 1.223 -1.727 -0.20 0.29 0.27 0.3112
H 0.027 1.762 -0.119 0.50 0.18 0.03 0.4505
H 0.095 0.602 -1.437 -0.01 0.12 0.02 0.2903
H -0.412 -0.210 1.400 -0.50 0.27 0.18 0.1996
H -1.300 -1.666 -0.987 0.17 0.24 0.29 0.2370
H 0.047 -1.980 -0.038 -0.08 0.04 -0.15 0.2524
H -2.151 1.578 0.546 0.09 -0.14 -0.04 0.3390
```
Forces are in eV/Å.